1.
DFT (ωB97M-V with the def2-TZVPD basis set) results for a structure of composition C9H16OPZr.

The geometry in XYZ format:
```
28
C9H16OPZr | the Open Molecules 2025 dataset | ωB97M-V with the def2-TZVPD basis set
C -1.4753 -0.8825 0.3991
C -2.4800 0.0200 -0.0252
C -2.6382 1.0539 0.9450
C -1.7357 0.8029 2.0178
C -0.9717 -0.3069 1.7620
Zr -0.3251 1.0157 0.1683
P 0.3199 0.1226 -2.1940
H -1.4240 -1.8308 -0.0777
H -3.0469 -0.0339 -0.9305
H -3.3781 1.8560 0.9347
H -0.3105 -0.6072 2.5335
H -1.6180 1.4733 2.8634
H 1.2946 0.5585 -3.0374
H -0.7274 0.0644 -3.1219
H 0.7266 -1.2164 -2.2448
C 3.9575 0.0013 -0.0008
C 3.5415 -1.1616 0.8766
C 2.0246 -1.0581 1.0243
O 1.6486 0.2522 0.4988
C 2.8158 1.0081 0.0525
H 4.8803 0.4469 0.3474
H 4.0817 -0.2911 -1.0488
H 3.9729 -1.1505 1.8762
H 3.8094 -2.1019 0.4129
H 1.4781 -1.8159 0.4510
H 1.6640 -1.0410 2.0536
H 2.9643 1.7870 0.8057
H 2.5777 1.4319 -0.9313
```

Calculated values
Orbital gap (spin up / spin down): 5.96 / 5.96 eV
E: -815.819469 hartree
Net charge: +1
Energy above the lowest of the compared OMol25 structures with the same formula, charge and spin: 15.8 kJ/mol
E_HOMO (spin up / spin down): -9.588 / -9.595 eV

2.
DFT (ωB97M-V with the def2-TZVPD basis set) results for a structure of composition C58H58F6N8O3Ta.

The geometry in XYZ format:
```
134
C58H58F6N8O3Ta | the Open Molecules 2025 dataset | ωB97M-V with the def2-TZVPD basis set
Ta 0.1987 0.5029 0.2846
C -5.2616 -3.6897 -3.1981
C -3.8589 -4.2683 -3.2564
N -2.8371 -3.2796 -2.8990
C -2.5250 -3.1374 -1.5980
C -1.6041 -2.2648 -1.1007
C -1.3187 -2.3005 0.3732
O -1.8263 -3.1435 1.0828
O -0.4976 -1.3881 0.7910
C -0.8930 -1.4303 -2.0118
O -0.0261 -0.5879 -1.7064
C -1.1986 -1.6088 -3.4317
C -0.4990 -0.8452 -4.3700
C -0.8018 -0.9631 -5.6938
F -0.0817 -0.2695 -6.5946
C -1.8367 -1.7953 -6.1435
C -2.5233 -2.5563 -5.2140
C -2.1894 -2.5018 -3.8537
N -2.2148 -1.8667 -7.5080
C -1.8557 -0.8034 -8.4365
C -2.7205 -0.9757 -9.7009
N -3.8874 -1.8467 -9.3389
C -3.4271 -3.2537 -9.0745
C -2.1876 -3.1596 -8.1687
H -5.9946 -4.4493 -3.4644
H -5.3686 -2.8478 -3.8821
H -5.4913 -3.3364 -2.1941
H -3.6282 -4.6558 -4.2467
H -3.7460 -5.1052 -2.5674
H -3.0409 -3.7921 -0.9054
H 0.2909 -0.1814 -4.0456
H -3.3456 -3.1673 -5.5552
H -0.8041 -0.8253 -8.7337
H -2.0538 0.1601 -7.9708
H -2.1943 -1.4861 -10.5057
H -3.1011 -0.0274 -10.0739
H -4.6227 -1.8200 -10.0470
H -4.2638 -1.4884 -8.4542
H -3.2085 -3.7117 -10.0375
H -4.2600 -3.7770 -8.6074
H -1.2751 -3.2745 -8.7651
H -2.2009 -3.9644 -7.4381
C 4.9669 2.4739 3.0780
C 4.1628 1.8432 1.9396
C 4.6540 2.3778 0.5904
C 4.2286 0.3247 1.9930
C 5.4758 -0.2861 1.9797
C 5.6052 -1.6649 2.0167
C 4.4736 -2.4572 2.0694
C 3.1984 -1.8964 2.0788
C 1.9865 -2.7963 2.1954
C 2.0011 -3.5743 3.5125
C 1.8988 -3.7400 0.9972
C 3.1064 -0.5090 2.0391
N 1.8173 0.1414 2.1013
C 1.5495 0.7305 3.2041
C 0.3328 1.5966 3.2626
N -0.3031 1.7846 2.1733
C -1.5525 2.5127 2.2957
C -2.6767 1.7447 2.5819
C -3.8847 2.4068 2.7710
C -3.9673 3.7836 2.6673
C -2.8247 4.5119 2.3851
C -1.5815 3.9031 2.1998
C -0.4042 4.8688 2.0826
C 0.7451 4.5103 1.1536
C 0.1357 5.2262 3.4734
C -2.6318 0.2297 2.7084
C -2.8082 -0.2155 4.1625
C -3.6838 -0.4441 1.8190
C 0.1675 2.0344 4.6571
C -0.7682 2.7604 5.3446
C -0.5862 2.9476 6.7357
C 0.4800 2.4111 7.4125
C 1.4503 1.6372 6.7276
C 2.5678 0.9788 7.2999
C 3.4038 0.2176 6.5233
C 3.2035 0.0624 5.1292
C 2.1409 0.7072 4.5525
C 1.2684 1.4814 5.3559
H 4.7319 3.5346 3.1577
H 6.0375 2.3899 2.8927
H 4.7536 2.0043 4.0407
H 3.1226 2.1659 2.0527
H 5.6273 1.9563 0.3359
H 4.7545 3.4625 0.6323
H 3.9611 2.1444 -0.2120
H 6.3632 0.3288 1.9181
H 6.5873 -2.1157 1.9877
H 4.5746 -3.5345 2.1076
H 1.0891 -2.1790 2.1948
H 2.8570 -4.2479 3.5706
H 1.0949 -4.1732 3.6016
H 2.0482 -2.9005 4.3696
H 2.7756 -4.3871 0.9429
H 1.8383 -3.1788 0.0626
H 1.0146 -4.3721 1.0803
H -4.7704 1.8317 3.0020
H -4.9143 4.2874 2.8033
H -2.8813 5.5904 2.3192
H -0.8499 5.7811 1.6759
H 1.2849 3.6145 1.4690
H 1.4577 5.3358 1.1471
H 0.4040 4.3528 0.1342
H 0.7093 4.3985 3.8969
H -0.6624 5.4807 4.1708
H 0.8045 6.0830 3.3976
H -1.6592 -0.1333 2.3703
H -3.7065 0.2287 4.5959
H -1.9609 0.0658 4.7903
H -2.9137 -1.2995 4.2062
H -4.6857 -0.3168 2.2303
H -3.4801 -1.5151 1.7557
H -3.6685 -0.0289 0.8124
H -1.6403 3.1769 4.8590
H -1.3195 3.5277 7.2781
H 0.5807 2.5723 8.4772
H 2.7559 1.0751 8.3609
H 4.2437 -0.2837 6.9830
H 3.8829 -0.5476 4.5526
N 2.0509 -0.0594 -0.4416
C 2.9186 -0.2695 -1.1928
C 3.9116 -0.4759 -2.0986
C 3.5144 -0.5934 -3.4602
N 3.1836 -0.6754 -4.5600
C 5.2621 -0.6524 -1.6977
N 6.3597 -0.7893 -1.3818
F 1.7729 2.6179 -1.0078
C 0.4868 2.1040 -0.9368
F -1.6682 0.7743 0.0361
C -0.1514 2.5013 -2.2402
F 0.5653 2.0389 -3.2884
F -0.2244 3.8440 -2.3897
F -1.3904 2.0178 -2.3717
```

Calculated values
Orbital gap: 5.63 eV
E: -3564.869264 hartree
Net charge: +1
Energy above the lowest of the compared OMol25 structures with the same formula, charge and spin: 1.3 kJ/mol
E_HOMO: -8.812 eV

3.
DFT (ωB97M-V with the def2-TZVPD basis set) results for a cluster of 3 separate species, C6H16N2 in total.

The geometry in XYZ format:
```
24
C6H16N2 | the Open Molecules 2025 dataset | ωB97M-V with the def2-TZVPD basis set
C 1.8738 -0.8006 -0.5547
N 0.9572 0.0646 -1.3118
C -0.5259 2.5115 -2.5907
C -1.3527 1.2912 -2.9563
C 1.0034 0.1768 0.1691
N -1.1662 -1.9020 3.6959
C 0.6885 -1.4116 2.0054
C -0.0689 -0.4980 0.9719
H 1.6535 -1.8672 -0.4851
H 2.9373 -0.5509 -0.5667
H -0.8695 2.8159 -1.5790
H 0.6287 2.3528 -2.4293
H -0.6762 3.4085 -3.2486
H -2.4394 1.6910 -2.8528
H -1.2407 0.4895 -2.2341
H -1.2552 0.8870 -3.9788
H 1.5972 1.0730 0.6041
H -1.1258 -2.5921 4.4018
H -1.9364 -1.3273 3.7417
H 1.6326 -0.9817 2.4688
H 1.0635 -2.4188 1.6860
H 0.0123 -1.6801 2.8971
H -0.9685 -0.9893 0.4800
H -0.4225 0.2579 1.6660
```

Calculated values
Orbital gap: 4.12 eV
E: -347.359175 hartree
Energy above the lowest of the compared OMol25 structures with the same formula, charge and spin: 960.0 kJ/mol
E_HOMO: -7.644 eV

4.
DFT (ωB97M-V with the def2-TZVPD basis set) results for a structure of composition C25H33CrN3O7S.

The geometry in XYZ format:
```
70
C25H33CrN3O7S | the Open Molecules 2025 dataset | ωB97M-V with the def2-TZVPD basis set
Cr 1.0573 -0.2886 0.4947
C 2.9108 -1.4653 -1.5818
C 2.9381 -2.6254 -0.6166
O 2.0882 -2.2252 0.4461
C 1.8626 -3.2069 1.4515
C 0.9874 -2.5210 2.4827
O 0.0667 -1.6667 1.8070
C -1.2411 -2.1916 1.5156
C -1.2155 -2.9932 0.2375
O -0.6088 -2.1328 -0.6972
C -0.1005 -2.7053 -1.8756
C 0.6858 -1.5913 -2.5396
O 1.5883 -0.9457 -1.6301
H 3.2496 -1.7729 -2.5732
H 3.5434 -0.6492 -1.2312
H 3.9551 -2.8111 -0.2582
H 2.5598 -3.5508 -1.0595
H 2.8084 -3.5152 1.9058
H 1.3935 -4.0853 0.9987
H 1.6012 -1.8637 3.0968
H 0.4531 -3.2204 3.1261
H -1.8862 -1.3281 1.3797
H -1.5860 -2.7823 2.3659
H -2.2387 -3.2522 -0.0561
H -0.6426 -3.9238 0.3400
H -0.9069 -3.0343 -2.5416
H 0.5210 -3.5788 -1.6435
H -0.0053 -0.8193 -2.8723
H 1.2387 -1.9583 -3.4068
S 4.1680 1.3468 3.2820
C 4.9689 0.1805 2.3300
C 4.1299 -0.4406 1.4497
C 2.7791 0.0163 1.5335
C 2.6868 0.9875 2.4931
C 1.3910 1.5530 2.7725
C 1.0998 2.5515 3.6971
C -0.2130 2.9296 3.8790
C -1.2113 2.2996 3.1432
C -0.8485 1.3375 2.2261
N 0.4266 0.9755 2.0269
H 6.0240 0.0064 2.4689
H 4.4924 -1.2106 0.7816
H 1.9015 3.0115 4.2585
H -0.4634 3.7059 4.5898
H -2.2535 2.5548 3.2680
H -1.5909 0.8351 1.6228
C -3.4875 3.3809 -0.1965
C -3.5479 2.6156 -1.5136
C -2.2131 1.9680 -1.8926
C -2.2922 1.2583 -3.2783
C -3.3373 0.1560 -3.3852
C -1.1657 3.0549 -2.0981
O -1.3931 4.0977 -2.6491
N 0.1296 2.7556 -1.6716
C 0.4270 1.6434 -0.9545
O 1.5919 1.4313 -0.5217
N -0.4786 0.7283 -0.6061
C -1.8137 0.9210 -0.8504
O -2.6573 0.2458 -0.2898
H -4.4034 3.9486 -0.0379
H -2.6611 4.0950 -0.1804
H -3.3751 2.6957 0.6454
H -3.8400 3.2800 -2.3274
H -4.2916 1.8240 -1.4410
H -1.3017 0.8584 -3.5216
H -2.4926 2.0434 -4.0102
H -3.2560 -0.5646 -2.5710
H -3.2118 -0.3745 -4.3296
H -4.3480 0.5606 -3.3709
H 0.8545 3.4411 -1.8356
```

Calculated values
Orbital gap (spin up / spin down): 7.96 / 8.06 eV
E: -3105.859442 hartree
Net charge: +1
Energy above the lowest of the compared OMol25 structures with the same formula, charge and spin: 19.1 kJ/mol
E_HOMO (spin up / spin down): -10.781 / -10.755 eV
2S+1: 2
⟨S²⟩: 0.80

5.
DFT (ωB97M-V with the def2-TZVPD basis set) results for a cluster of 2 separate species, C20H24O5 in total.

The geometry in XYZ format:
```
49
C20H24O5 | the Open Molecules 2025 dataset | ωB97M-V with the def2-TZVPD basis set
C -0.6271 2.3713 -0.7060
C -0.1056 1.6393 -1.9064
O 0.7104 2.0807 -2.6719
O -0.6674 0.4199 -2.0540
C 0.1064 -0.5453 -2.7903
C -0.2922 -1.9150 -2.2782
C 0.3141 -2.1671 -0.8855
C -0.6536 -2.7921 0.1196
C 0.0586 -3.5677 1.2308
C 1.1542 -2.8097 1.9470
C 2.1390 -3.4250 2.6105
C 3.2212 -2.6495 3.2729
O 3.8052 -3.0490 4.2535
C 3.5390 -1.3419 2.6264
C 4.8089 -0.7838 2.6734
C 5.0438 0.4157 2.0162
C 4.0218 1.0645 1.3308
C 2.7412 0.5264 1.3143
C 2.5106 -0.6811 1.9575
C 1.1608 -1.3091 1.9668
O 0.1410 -0.6608 2.0275
H -1.5523 2.8873 -0.9665
H -0.8703 1.6789 0.1010
H 0.1146 3.0734 -0.3398
H -0.0405 -0.4271 -3.8637
H 1.1638 -0.3589 -2.5926
H -1.3781 -1.9827 -2.2258
H 0.1054 -2.6376 -2.9923
H 0.6192 -1.1921 -0.4998
H 1.2304 -2.7594 -0.9560
H -1.3157 -2.0467 0.5569
H -1.2919 -3.5018 -0.4149
H -0.6551 -3.9460 1.9651
H 0.5321 -4.4408 0.7743
H 2.2012 -4.5051 2.6726
H 5.5862 -1.3010 3.2186
H 6.0320 0.8548 2.0393
H 4.2207 1.9928 0.8128
H 1.9299 1.0202 0.7962
C -5.1331 3.3084 -2.6471
C -4.4873 4.0621 -1.5092
C -5.0706 3.8489 -0.1326
O -3.5468 4.7987 -1.6907
H -4.6222 3.5473 -3.5766
H -5.0713 2.2337 -2.4677
H -6.1850 3.5860 -2.7318
H -5.0066 2.7949 0.1431
H -6.1200 4.1474 -0.1195
H -4.5192 4.4437 0.5916
```

Calculated values
Orbital gap: 8.92 eV
E: -1152.706577 hartree
Energy above the lowest of the compared OMol25 structures with the same formula, charge and spin: 0.0 kJ/mol
E_HOMO: -9.763 eV
Structure (SMILES): CC(=O)OCCCCCC1=CC(=O)c2ccccc2C1=O.CC(C)=O